No. 1
The following is a quantum chemistry calculation of a structure of composition C34H29Co2NO6P in a non-equilibrium geometry, from the Open Molecules 2025 dataset.

The LUMO energy is 2.678 eV. As for the net charge: -1.

Last column: Löwdin charge in e.
Geometry (Å):
O 2.875 -2.412 -2.304  0.119
C 2.084 -1.780 -1.724  -0.145
Co 0.925 -0.718 -0.945  0.073
C -0.549 -1.592 -0.506  -0.162
O -1.507 -2.219 -0.272  0.104
C 2.011 -0.830 0.411  -0.209
O 2.820 -1.091 1.202  0.103
C 0.495 0.811 -1.809  -0.228
C 0.294 -0.327 -2.547  -0.298
C -0.007 -0.940 -3.766  -0.158
C -1.337 -0.907 -4.381  -0.239
C -1.444 -1.240 -5.740  -0.065
C -2.686 -1.576 -6.241  -0.119
C -3.811 -1.517 -5.414  -0.127
C -3.708 -1.033 -4.099  -0.087
C -2.462 -0.682 -3.586  -0.017
Co -0.321 1.229 -0.113  -0.092
C -1.922 0.682 0.265  -0.274
O -3.002 0.392 0.548  0.060
C -0.558 2.916 -0.454  -0.252
O -0.729 4.047 -0.635  0.067
P 0.526 1.511 1.829  1.031
C 0.517 0.176 3.108  -0.318
C 0.890 0.449 4.429  -0.101
C 0.862 -0.565 5.386  -0.087
C 0.429 -1.852 5.031  -0.095
C 0.015 -2.106 3.723  -0.074
C 0.051 -1.095 2.768  -0.088
C 2.273 2.074 1.794  -0.336
C 3.284 1.507 2.579  -0.098
C 4.594 1.984 2.497  -0.085
C 4.911 3.027 1.619  -0.102
C 3.908 3.599 0.833  -0.088
C 2.595 3.131 0.922  -0.090
C -0.276 2.839 2.839  -0.314
C 0.433 3.938 3.350  -0.080
C -0.229 4.891 4.133  -0.095
C -1.589 4.751 4.415  -0.107
C -2.295 3.649 3.916  -0.084
C -1.638 2.692 3.132  -0.078
H 1.044 1.676 -2.196  0.070
H 0.880 -1.205 -4.375  0.115
H -0.550 -1.236 -6.365  0.109
H -2.775 -1.909 -7.268  0.089
H -4.796 -1.827 -5.797  0.090
H -4.577 -0.944 -3.461  0.096
H -2.345 -0.257 -2.581  0.115
H 1.210 1.453 4.713  0.110
H 1.176 -0.356 6.409  0.096
H 0.410 -2.654 5.780  0.098
H -0.334 -3.102 3.437  0.106
H -0.305 -1.292 1.761  0.059
H 3.053 0.702 3.277  0.092
H 5.366 1.532 3.121  0.098
H 5.935 3.392 1.552  0.093
H 4.137 4.416 0.149  0.099
H 1.811 3.594 0.314  0.093
H 1.494 4.051 3.149  0.096
H 0.331 5.742 4.522  0.096
H -2.106 5.498 5.030  0.096
H -3.356 3.528 4.133  0.098
H -2.191 1.827 2.762  0.097
O -1.348 -4.814 -1.559  -0.078
C -1.126 -5.320 -2.864  -0.267
C -1.128 -4.127 -3.820  -0.211
N -0.272 -2.974 -3.515  0.003
H -1.533 -5.569 -0.980  0.091
H -0.204 -5.910 -2.932  0.110
H -1.990 -5.913 -3.189  0.107
H -0.832 -4.445 -4.832  0.120
H -2.153 -3.734 -3.845  0.109
H -0.168 -2.727 -2.546  0.047
H 0.516 -2.910 -4.176  0.095


No. 2
The following is a quantum chemistry calculation of a cluster of 4 separate species, C34H29F24IN2O5 in total in a non-equilibrium geometry, from the Open Molecules 2025 dataset.

Its SMILES is C=CCc1cc(-c2ccncc2)c2c(c1C[C@H](C)I)C(=O)NC2=O.FC(F)C(F)(F)COC(F)(F)C(F)F.FC(F)C(F)(F)COC(F)(F)C(F)F.FC(F)C(F)(F)COC(F)(F)C(F)F. The LUMO energy is -0.887 eV. As for the net charge: 0.

Last column: Löwdin charge in e.
Geometry (Å):
C 5.897 -3.138 -1.379  -0.027
C 5.464 -2.711 -0.097  -0.146
C 3.943 -2.363 0.213  -0.135
C 3.001 -3.337 -0.545  -0.117
C 3.285 -4.781 -0.421  0.046
C 2.508 -5.803 -1.111  -0.085
C 2.775 -7.300 -1.027  -0.130
C 2.765 -8.205 -2.177  -0.020
C 2.975 -9.634 -2.116  -0.120
N 3.218 -10.254 -0.931  0.033
C 3.270 -9.437 0.141  -0.163
C 3.069 -8.007 0.241  0.005
C 1.412 -5.340 -1.943  0.006
C 1.121 -3.899 -2.066  0.013
C 1.884 -2.863 -1.389  -0.059
C 1.552 -1.355 -1.587  -0.187
C 0.036 -0.968 -1.377  -0.697
C -0.403 -0.139 -2.670  -0.182
I -0.265 0.416 0.304  0.941
C -0.078 -3.845 -3.053  -0.361
O -0.991 -3.084 -3.185  0.119
N 0.098 -5.059 -3.845  0.148
C 0.389 -6.088 -2.849  -0.381
O -0.077 -7.177 -2.745  0.147
H 6.100 -4.224 -1.540  0.062
H 6.081 -2.417 -2.212  0.062
H 6.234 -2.577 0.703  0.099
H 3.791 -2.458 1.324  0.129
H 3.814 -1.284 -0.056  0.102
H 4.141 -5.075 0.221  0.123
H 2.552 -7.760 -3.180  0.110
H 2.942 -10.273 -3.032  0.113
H 3.503 -9.947 1.113  0.106
H 3.136 -7.444 1.201  0.109
H 1.928 -0.989 -2.581  0.133
H 2.134 -0.779 -0.816  0.063
H -0.633 -1.832 -1.178  0.065
H -0.161 -0.765 -3.567  0.038
H 0.307 0.736 -2.709  0.080
H -1.472 0.176 -2.612  0.079
H -0.884 -5.304 -4.073  0.152
F 1.853 4.432 5.334  0.098
C 1.043 5.474 5.600  -0.299
F 0.651 5.340 6.892  0.096
C -0.182 5.513 4.685  -0.431
F -0.971 4.433 4.881  0.134
F -0.930 6.598 5.055  0.087
C 0.102 5.663 3.178  -0.043
O 0.098 4.474 2.391  0.042
C 1.271 3.714 2.342  -0.521
F 2.289 4.408 2.886  0.137
F 1.571 3.572 1.033  0.128
C 1.094 2.328 2.966  -0.334
F 0.703 2.409 4.255  0.098
F 2.264 1.647 2.953  0.089
H 1.622 6.398 5.519  0.175
H -0.732 6.243 2.776  0.150
H 0.985 6.274 2.982  0.146
H 0.345 1.746 2.420  0.016
F -1.360 0.187 -8.083  0.093
C -1.971 -0.153 -9.234  -0.301
F -3.211 0.394 -9.191  0.095
C -2.076 -1.669 -9.417  -0.439
F -2.857 -2.218 -8.459  0.132
F -2.718 -1.890 -10.600  0.105
C -0.745 -2.442 -9.484  -0.044
O -0.290 -3.067 -8.284  0.044
C 0.427 -2.289 -7.372  -0.513
F 0.761 -1.112 -7.935  0.138
F 1.590 -2.943 -7.152  0.148
C -0.310 -2.124 -6.041  -0.272
F -1.520 -1.558 -6.208  0.111
F 0.396 -1.313 -5.206  0.065
H -1.431 0.305 -10.067  0.174
H -0.924 -3.280 -10.161  0.149
H 0.047 -1.863 -9.963  0.145
H -0.452 -3.089 -5.554  0.145
F -4.429 5.287 6.952  0.094
C -3.208 5.730 7.312  -0.301
F -2.583 4.687 7.914  0.098
C -3.274 6.925 8.263  -0.433
F -3.853 6.579 9.436  0.129
F -1.990 7.274 8.566  0.105
C -3.961 8.193 7.721  -0.043
O -5.328 8.401 8.077  0.040
C -6.310 7.771 7.309  -0.521
F -5.760 7.254 6.195  0.139
F -7.148 8.748 6.895  0.144
C -7.107 6.740 8.112  -0.280
F -6.307 5.787 8.629  0.099
F -8.007 6.114 7.316  0.098
H -2.645 5.978 6.409  0.146
H -3.441 9.033 8.185  0.148
H -3.800 8.324 6.649  0.145
H -7.642 7.219 8.935  0.175


No. 3
The following is a quantum chemistry calculation of a cluster of 3 separate species, C34H29FO6 in total, from the Open Molecules 2025 dataset.

Its SMILES is O=C1c2ccccc2C(=O)c2ccccc21.O=C1c2ccccc2C(=O)c2ccccc21.COC[C@H](OC)[C@H](C)F. The LUMO energy is -1.086 eV. As for the net charge: 0.

Last column: natural (NBO) charge in e.
Geometry (Å):
O 2.480 1.620 2.660  -0.545
C 1.760 0.891 3.310  0.527
C 0.618 0.178 2.676  -0.065
C 0.395 0.337 1.313  -0.176
C -0.650 -0.332 0.702  -0.190
C -1.478 -1.166 1.445  -0.185
C -1.265 -1.323 2.804  -0.156
C -0.219 -0.652 3.426  -0.151
C -0.016 -0.825 4.891  0.555
O -0.767 -1.510 5.553  -0.525
C 1.143 -0.129 5.521  -0.152
C 1.374 -0.299 6.880  -0.154
C 2.454 0.326 7.481  -0.192
C 3.308 1.123 6.726  -0.195
C 3.079 1.301 5.373  -0.176
C 1.996 0.678 4.766  -0.058
H 1.047 0.983 0.742  0.234
H -0.821 -0.210 -0.360  0.222
H -2.282 -1.700 0.957  0.235
H -1.903 -1.967 3.393  0.236
H 0.705 -0.922 7.456  0.239
H 2.633 0.192 8.539  0.219
H 4.154 1.607 7.197  0.218
H 3.734 1.922 4.778  0.236
O -5.085 -6.647 -4.251  -0.522
C -4.499 -5.891 -3.506  0.554
C -3.245 -5.206 -3.933  -0.158
C -2.761 -5.426 -5.216  -0.154
C -1.609 -4.784 -5.638  -0.190
C -0.936 -3.920 -4.781  -0.193
C -1.409 -3.704 -3.499  -0.181
C -2.564 -4.346 -3.069  -0.074
C -3.050 -4.109 -1.682  0.611
O -2.435 -3.392 -0.919  -0.568
C -4.313 -4.776 -1.260  -0.074
C -4.803 -4.549 0.020  -0.182
C -5.984 -5.147 0.424  -0.194
C -6.682 -5.974 -0.448  -0.190
C -6.196 -6.210 -1.723  -0.153
C -5.010 -5.614 -2.133  -0.157
H -3.294 -6.097 -5.875  0.239
H -1.234 -4.955 -6.638  0.220
H -0.039 -3.416 -5.116  0.221
H -0.890 -3.040 -2.823  0.236
H -4.253 -3.905 0.691  0.232
H -6.364 -4.969 1.422  0.220
H -7.607 -6.437 -0.132  0.220
H -6.728 -6.855 -2.408  0.240
C 2.386 8.083 -1.837  -0.246
O 2.003 7.108 -0.889  -0.526
C 3.001 6.196 -0.551  -0.073
C 3.274 5.109 -1.635  0.043
O 2.493 5.332 -2.782  -0.532
C 3.234 5.436 -3.978  -0.244
C 2.966 3.727 -1.063  0.194
C 3.974 3.289 -0.005  -0.669
F 2.964 2.800 -2.107  -0.373
H 1.925 7.867 -2.803  0.184
H 3.470 8.095 -1.979  0.161
H 2.048 9.059 -1.493  0.183
H 3.939 6.709 -0.308  0.162
H 2.675 5.703 0.368  0.188
H 4.339 5.127 -1.892  0.165
H 2.542 5.742 -4.760  0.193
H 3.672 4.473 -4.247  0.179
H 4.018 6.195 -3.900  0.160
H 1.954 3.752 -0.651  0.164
H 4.834 3.952 0.065  0.204
H 3.491 3.211 0.968  0.242
H 4.306 2.283 -0.259  0.241


Total energy in eV, matching the order above: -134041.8542, -122260.1906, -50730.8374